Entry 1:
The following is a DFT calculation (the ωB97M-V functional and the def2-TZVPD basis) of a molecular structure, C44H37NO6PS7W in a non-equilibrium geometry.

CARTESIAN COORDINATES (ANGSTROEM)
W -0.434 -0.173 -0.243
O -2.188 0.498 -0.588
S -2.081 1.748 1.827
O -2.167 2.768 0.782
O -0.890 0.823 1.535
C -3.516 0.610 1.524
C -4.710 1.323 1.568
C -5.935 0.689 1.578
C -5.979 -0.698 1.657
C -4.796 -1.416 1.606
C -3.564 -0.780 1.511
S -2.294 -1.952 0.986
O -2.350 -1.939 -0.477
O -2.636 -3.208 1.593
O -0.910 -1.530 1.344
H -4.631 2.400 1.557
H -6.843 1.273 1.537
H -6.925 -1.216 1.722
H -4.789 -2.494 1.630
C 3.767 1.636 3.484
C 3.137 0.290 3.715
C 3.479 -0.380 4.887
C 2.930 -1.602 5.228
C 2.018 -2.201 4.372
C 1.680 -1.564 3.193
C 2.211 -0.318 2.853
P 1.594 0.348 1.241
C 1.446 2.168 1.637
C 1.893 3.042 0.646
C 1.584 4.390 0.678
C 0.749 4.873 1.672
C 0.334 4.026 2.682
C 0.693 2.685 2.710
C 0.297 1.870 3.907
C 3.012 0.222 0.120
C 4.351 0.114 0.505
C 5.340 -0.034 -0.447
C 5.002 -0.143 -1.785
C 3.671 -0.082 -2.172
C 2.661 0.121 -1.243
C 1.235 0.318 -1.674
H 4.821 1.612 3.766
H 3.278 2.386 4.107
H 3.680 1.948 2.450
H 4.193 0.083 5.555
H 3.204 -2.080 6.158
H 1.570 -3.149 4.632
H 0.963 -2.022 2.521
H 2.510 2.643 -0.152
H 1.948 5.048 -0.098
H 0.431 5.904 1.664
H -0.297 4.405 3.472
H -0.598 2.291 4.360
H 1.096 1.883 4.650
H 0.102 0.833 3.644
H 4.620 0.120 1.547
H 6.378 -0.067 -0.146
H 5.771 -0.277 -2.530
H 3.414 -0.184 -3.217
H 1.128 -0.256 -2.613
H 1.189 1.368 -2.013
N -1.275 1.264 -1.274
C -1.720 2.208 -2.104
C -0.759 2.869 -2.989
C 0.425 3.465 -2.546
C 1.270 4.096 -3.441
C 0.959 4.142 -4.792
C -0.219 3.558 -5.241
C -1.074 2.942 -4.352
C -3.092 2.670 -2.186
C -3.296 4.029 -2.484
C -4.554 4.584 -2.472
C -5.662 3.791 -2.203
C -5.481 2.440 -1.947
C -4.220 1.880 -1.928
H 0.619 3.478 -1.483
H 2.173 4.567 -3.078
H 1.616 4.642 -5.490
H -0.471 3.592 -6.291
H -2.004 2.511 -4.694
H -2.434 4.650 -2.674
H -4.676 5.645 -2.653
H -6.652 4.225 -2.182
H -6.341 1.815 -1.753
H -4.104 0.829 -1.713
C -0.680 -0.852 -4.692
S -1.529 -1.040 -3.060
C -1.367 -2.780 -2.877
C -0.581 -3.349 -1.934
S 0.527 -2.520 -0.885
S -0.680 -5.092 -1.817
C -1.909 -5.330 -3.061
S -2.494 -6.805 -3.483
S -2.446 -3.826 -3.788
H -0.673 0.210 -4.913
H -1.264 -1.389 -5.432
H 0.328 -1.249 -4.646

## Properties
- HOMO level (alpha / beta) (eV) = -3.550 / -4.618
- M (Da) = 1115.06
- Kohn-Sham gap (alpha / beta) (eV) = 5.8 / 6.3
- energy relative to the best compared isomer or geometry (same formula, charge and spin) (kJ/mol) = 491.8
- spin multiplicity = 3
- charge = -1



Entry 2:
The following is a DFT calculation (the ωB97M-V functional and the def2-TZVPD basis) of a molecular structure, C44H38BrCrF4N4OP2S.

CARTESIAN COORDINATES (ANGSTROEM)
Cr -0.491 -1.039 -0.391
F 6.979 2.144 -0.315
C 5.838 1.541 -0.034
C 5.491 1.276 1.275
F 6.305 1.625 2.259
C 4.296 0.634 1.550
F 4.057 0.368 2.836
C 3.388 0.269 0.560
P 1.837 -0.620 1.050
C 1.320 0.264 2.566
C 1.590 1.625 2.707
C 1.201 2.311 3.846
C 0.547 1.644 4.872
C 0.265 0.293 4.739
C 0.638 -0.391 3.591
C 2.647 -2.187 1.562
C 2.799 -2.632 2.870
C 3.486 -3.813 3.131
C 4.038 -4.552 2.095
C 3.922 -4.095 0.786
C 3.231 -2.921 0.527
C 3.795 0.506 -0.758
Br 2.826 -0.096 -2.256
C 4.989 1.139 -1.050
F 5.369 1.365 -2.304
H 2.137 2.164 1.945
H 1.426 3.366 3.938
H 0.264 2.174 5.772
H -0.249 -0.236 5.531
H 0.405 -1.444 3.513
H 2.408 -2.058 3.699
H 3.600 -4.146 4.154
H 4.582 -5.463 2.306
H 4.389 -4.639 -0.025
H 3.195 -2.545 -0.493
C -2.536 3.517 3.754
C -1.890 4.184 2.724
C -1.466 3.488 1.598
C -1.691 2.118 1.512
C -2.319 1.445 2.560
C -2.747 2.145 3.675
P -1.431 1.201 -0.026
C -0.622 2.343 -1.183
C 0.733 2.614 -1.001
C 1.399 3.489 -1.843
C 0.718 4.091 -2.893
C -0.629 3.818 -3.092
C -1.299 2.950 -2.239
C -3.115 0.930 -0.621
C -4.065 1.917 -0.658
C -5.376 1.621 -1.082
C -5.707 0.343 -1.434
C -4.757 -0.707 -1.373
C -5.099 -2.040 -1.710
C -4.166 -3.026 -1.613
C -2.851 -2.725 -1.176
C -2.452 -1.449 -0.856
C -3.436 -0.413 -0.953
H -2.876 4.066 4.623
H -1.725 5.252 2.786
H -0.982 4.022 0.789
H -2.509 0.378 2.491
H -3.249 1.624 4.479
H 1.273 2.143 -0.189
H 2.449 3.700 -1.684
H 1.235 4.777 -3.551
H -1.165 4.295 -3.903
H -2.353 2.761 -2.394
H -3.821 2.925 -0.343
H -6.118 2.407 -1.115
H -6.718 0.110 -1.748
H -6.111 -2.264 -2.026
H -4.428 -4.049 -1.852
H -2.173 -3.567 -1.070
N 0.297 -2.906 -1.170
N 0.422 -3.982 -0.284
C -0.063 -3.892 0.967
N 0.075 -4.965 1.738
S -0.839 -2.508 1.549
H -0.327 -3.146 -1.940
H 1.214 -2.657 -1.543
H 0.839 -4.836 -0.628
H 0.533 -5.807 1.429
H -0.238 -4.923 2.694
C -1.889 0.289 -5.439
N -0.889 -0.232 -4.505
C 0.343 -0.758 -5.084
C -1.110 -0.192 -3.216
O -0.283 -0.588 -2.351
H -1.435 1.054 -6.068
H -2.712 0.727 -4.881
H -2.265 -0.516 -6.068
H 0.918 0.056 -5.525
H 0.096 -1.479 -5.861
H 0.934 -1.239 -4.312
H -2.066 0.238 -2.920

## Properties
- HOMO level (alpha / beta) (eV) = -12.847 / -12.916
- M (Da) = 940.72
- Kohn-Sham gap (alpha / beta) (eV) = 7.7 / 7.9
- energy relative to the best compared isomer or geometry (same formula, charge and spin) (kJ/mol) = 0.0
- spin multiplicity = 4
- charge = +2



Entry 3:
The following is a DFT calculation (the ωB97M-V functional and the def2-TZVPD basis) of a molecular structure, C44H38ClGeN3O3S2SbW in a non-equilibrium geometry.

CARTESIAN COORDINATES (ANGSTROEM)
W -0.762 -0.352 -0.598
Cl 1.779 -1.653 6.467
C 1.178 -0.843 5.080
C 0.198 0.134 5.216
C -0.271 0.812 4.104
C 0.211 0.506 2.845
O -0.183 1.184 1.687
C 1.164 -0.505 2.685
C 1.645 -0.948 1.415
N 1.139 -0.746 0.228
C 1.830 -1.504 -0.770
C 3.185 -1.512 -0.968
C 3.756 -2.437 -1.860
C 2.990 -3.383 -2.482
C 1.597 -3.428 -2.261
C 0.734 -4.418 -2.778
C -0.584 -4.418 -2.394
C -1.077 -3.401 -1.576
N -0.321 -2.396 -1.147
C 1.019 -2.449 -1.431
C 1.650 -1.163 3.824
H -0.201 0.372 6.192
H -1.036 1.556 4.246
H 2.510 -1.607 1.466
H 3.820 -0.807 -0.446
H 4.823 -2.414 -2.025
H 3.446 -4.113 -3.137
H 1.126 -5.174 -3.445
H -1.257 -5.196 -2.725
H -2.112 -3.411 -1.262
H 2.392 -1.944 3.714
C -1.316 3.848 -1.342
Sb -2.356 2.049 -0.768
C -4.029 3.056 0.108
C -3.517 1.921 -2.578
H -1.851 4.686 -0.896
H -1.341 3.937 -2.425
H -0.284 3.859 -1.006
H -4.671 3.379 -0.707
H -3.667 3.929 0.643
H -4.589 2.443 0.802
H -3.786 2.939 -2.856
H -4.429 1.357 -2.387
H -2.979 1.461 -3.398
O -4.731 2.801 3.709
S -3.365 2.897 4.090
O -2.893 2.180 5.234
N -2.342 2.388 2.815
C -1.437 3.275 2.648
S 0.017 2.844 1.773
C -1.587 4.571 3.312
C -0.786 5.700 3.225
C -1.137 6.810 3.982
C -2.255 6.787 4.807
C -3.056 5.649 4.899
C -2.707 4.561 4.137
H 0.089 5.718 2.587
H -0.532 7.705 3.936
H -2.504 7.658 5.397
H -3.917 5.621 5.550
C -4.566 -2.083 -3.610
C -3.800 -1.859 -4.742
C -2.552 -1.257 -4.638
C -2.049 -0.868 -3.400
C -2.839 -1.118 -2.277
C -4.082 -1.717 -2.360
Ge -0.349 0.143 -3.060
C 1.291 -0.533 -3.951
C 1.259 -1.311 -5.103
C 2.415 -1.527 -5.841
C 3.617 -0.969 -5.433
C 3.663 -0.199 -4.280
C 2.505 0.021 -3.551
C -0.361 1.881 -4.017
C 0.656 2.792 -3.736
C 0.889 3.870 -4.574
C 0.101 4.057 -5.700
C -0.922 3.165 -5.979
C -1.149 2.078 -5.146
H -5.540 -2.545 -3.689
H -4.179 -2.143 -5.715
H -1.964 -1.080 -5.530
H -2.497 -0.848 -1.227
H -4.677 -1.893 -1.473
H 0.320 -1.735 -5.442
H 2.373 -2.115 -6.748
H 4.512 -1.116 -6.022
H 4.598 0.244 -3.960
H 2.544 0.640 -2.661
H 1.274 2.650 -2.856
H 1.701 4.551 -4.354
H 0.284 4.894 -6.360
H -1.536 3.299 -6.859
H -1.942 1.381 -5.391

## Properties
- HOMO level (alpha / beta) (eV) = -13.225 / -13.271
- M (Da) = 1134.60
- Kohn-Sham gap (alpha / beta) (eV) = 7.0 / 6.6
- spin multiplicity = 4
- charge = +2



Entry 4:
The following is a DFT calculation (the ωB97M-V functional and the def2-TZVPD basis) of a molecular structure, C44H38FN9O3PRuSe2.

CARTESIAN COORDINATES (ANGSTROEM)
Ru 0.111 -0.155 0.370
C 4.622 5.905 -2.669
C 4.932 5.074 -1.436
N 3.776 4.289 -0.973
C 3.752 2.958 -1.189
C 2.711 2.141 -0.873
C 2.816 0.664 -1.107
O 3.529 0.234 -1.995
O 2.174 -0.065 -0.248
C 1.509 2.715 -0.379
O 0.456 2.080 -0.195
C 1.554 4.143 -0.067
C 0.462 4.738 0.570
C 0.516 6.055 0.909
F -0.564 6.636 1.471
C 1.656 6.838 0.671
C 2.730 6.252 0.033
C 2.690 4.905 -0.355
N 1.738 8.201 1.067
C 1.777 9.195 0.011
C 2.474 10.447 0.506
N 1.743 10.948 1.730
C 1.672 9.884 2.802
C 0.991 8.660 2.223
H 5.502 6.481 -2.956
H 3.799 6.599 -2.499
H 4.349 5.262 -3.506
H 5.294 5.683 -0.607
H 5.718 4.356 -1.657
H 4.634 2.534 -1.654
H -0.429 4.156 0.769
H 3.620 6.846 -0.126
H 0.763 9.456 -0.335
H 2.321 8.816 -0.851
H 2.475 11.247 -0.231
H 3.491 10.232 0.827
H 0.789 11.206 1.462
H 2.184 11.795 2.090
H 1.124 10.303 3.643
H 2.699 9.672 3.094
H -0.053 8.904 1.981
H 0.970 7.890 2.992
C 3.602 -4.476 -1.160
C 2.403 -4.751 -0.520
C 1.927 -3.889 0.459
C 2.666 -2.757 0.802
C 3.868 -2.477 0.146
C 4.336 -3.341 -0.825
P 2.025 -1.603 2.011
C 3.007 -1.671 3.509
C 4.212 -2.376 3.569
C 4.893 -2.458 4.773
C 4.392 -1.828 5.904
C 3.201 -1.112 5.842
C 2.509 -1.027 4.647
C 0.395 -2.111 2.493
C 0.073 -3.010 3.513
C -1.258 -3.263 3.786
C -2.254 -2.609 3.058
C -1.936 -1.704 2.056
C -0.596 -1.459 1.776
H 3.968 -5.146 -1.927
H 1.840 -5.640 -0.773
H 0.995 -4.106 0.965
H 4.420 -1.575 0.376
H 5.262 -3.123 -1.338
H 4.603 -2.878 2.695
H 5.816 -3.019 4.827
H 4.929 -1.898 6.841
H 2.810 -0.624 6.724
H 1.574 -0.484 4.602
H 0.857 -3.499 4.081
H -1.527 -3.959 4.569
H -3.295 -2.800 3.287
H -2.725 -1.204 1.512
Se 1.098 -0.683 -3.880
N 0.684 -2.358 -4.172
C -0.001 -2.766 -3.108
C -0.523 -4.071 -2.879
C -1.174 -4.283 -1.706
C -1.297 -3.235 -0.744
N -0.859 -2.018 -0.917
C -0.221 -1.777 -2.107
N 0.259 -0.569 -2.328
H -0.391 -4.852 -3.615
H -1.596 -5.250 -1.472
H -1.786 -3.438 0.204
Se 1.244 2.335 3.754
N -0.291 3.270 3.918
C -1.163 2.728 3.065
C -2.484 3.135 2.812
C -3.206 2.491 1.804
C -2.639 1.484 1.051
N -1.380 1.055 1.288
C -0.668 1.618 2.286
N 0.560 1.190 2.495
H -2.916 3.945 3.383
H -4.219 2.795 1.579
H -3.170 1.017 0.232

## Properties
- HOMO level (alpha / beta) (eV) = -9.804 / -12.248
- M (Da) = 1049.81
- Kohn-Sham gap (alpha / beta) (eV) = 4.8 / 6.1
- energy relative to the best compared isomer or geometry (same formula, charge and spin) (kJ/mol) = 0.0
- spin multiplicity = 6
- charge = +2



Entry 5:
The following is a DFT calculation (the ωB97M-V functional and the def2-TZVPD basis) of a molecular structure, C44H38IInN6O4S2 in a non-equilibrium geometry.

CARTESIAN COORDINATES (ANGSTROEM)
In -0.431 0.280 0.102
O -5.192 -0.904 -0.089
C -3.929 -0.464 -0.040
O -3.056 -1.032 0.566
C -3.713 0.793 -0.801
C -4.638 1.316 -1.686
C -4.315 2.490 -2.352
C -3.123 3.124 -2.058
C -2.271 2.547 -1.123
N -2.552 1.393 -0.537
C -0.963 3.217 -0.683
O -0.711 4.316 -1.161
O -0.289 2.547 0.163
H -5.273 -1.703 0.447
H -5.566 0.795 -1.868
H -5.000 2.903 -3.081
H -2.832 4.051 -2.530
C 6.152 -1.745 -2.821
C 4.752 -2.365 -2.699
C 4.812 -3.841 -3.126
C 3.805 -1.626 -3.647
C 4.289 -2.278 -1.247
C 5.020 -2.955 -0.253
C 4.649 -2.936 1.078
C 3.512 -2.220 1.435
S 2.771 -2.007 2.990
C 1.524 -1.027 2.230
N 1.660 -0.882 0.953
C 2.769 -1.529 0.466
C 3.169 -1.558 -0.873
C 0.457 -0.397 2.997
C 0.453 -0.384 4.395
C -0.533 0.307 5.073
C -1.520 0.982 4.364
C -1.526 0.948 2.975
C -0.550 0.248 2.285
H 6.479 -1.759 -3.863
H 6.883 -2.297 -2.230
H 6.143 -0.709 -2.475
H 5.061 -3.913 -4.186
H 3.849 -4.330 -2.965
H 5.569 -4.389 -2.565
H 4.157 -1.735 -4.674
H 3.768 -0.558 -3.422
H 2.792 -2.032 -3.597
H 5.910 -3.505 -0.527
H 5.228 -3.463 1.824
H 2.569 -1.009 -1.586
H 1.240 -0.886 4.947
H -0.522 0.339 6.155
H -2.285 1.533 4.898
H -2.302 1.464 2.421
C -0.186 -0.668 -1.958
C -1.085 -0.313 -3.077
C -2.310 -0.967 -3.245
C -3.124 -0.707 -4.335
C -2.748 0.236 -5.280
C -1.538 0.900 -5.133
C -0.712 0.615 -4.058
H 0.854 -0.441 -2.180
H -0.295 -1.719 -1.696
H -2.605 -1.710 -2.509
H -4.054 -1.249 -4.459
H -3.384 0.442 -6.131
H -1.223 1.624 -5.874
H 0.253 1.101 -3.985
S 5.312 3.629 -3.238
C 4.092 2.749 -2.263
C 4.476 1.939 -1.207
C 3.493 1.234 -0.528
N 2.205 1.274 -0.854
C 1.849 2.075 -1.854
C 2.745 2.840 -2.582
C 5.274 2.472 -4.612
C 4.442 2.670 -5.702
C 4.408 1.685 -6.682
N 5.136 0.575 -6.634
C 5.953 0.414 -5.598
C 6.062 1.331 -4.562
H 5.517 1.854 -0.926
H 3.756 0.590 0.305
H 0.797 2.110 -2.091
H 2.400 3.487 -3.375
H 3.839 3.563 -5.789
H 3.760 1.788 -7.545
H 6.545 -0.495 -5.596
H 6.741 1.168 -3.736
I -2.904 -5.757 -2.618
C -1.596 -4.751 -1.356
C -0.238 -4.928 -1.248
N 0.171 -4.045 -0.314
N -0.827 -3.307 0.180
C -1.913 -3.732 -0.441
H 0.433 -5.600 -1.755
H 1.114 -3.873 -0.008
H -2.875 -3.309 -0.214

## Properties
- HOMO level (eV) = -8.005
- M (Da) = 1020.68
- Kohn-Sham gap (eV) = 7.8
- charge = 0